Formula: C4H12NO2
Source: the OMol25 dataset
Level of theory: the ωB97M-V functional and the def2-TZVPD basis

Geometry as XYZ:
```
19
Properties=species:S:1:pos:R:3:lowdin_spin:R:1
C -1.547 -0.161 0.953 0.027
C -0.818 0.138 -1.636 0.022
C 1.237 -1.539 1.022 0.008
C 1.212 1.620 -0.486 0.150
N -0.449 -0.021 -0.024 0.469
O 0.445 -1.104 -0.101 0.100
O 0.221 1.158 0.453 1.076
H -1.395 0.238 1.971 0.010
H -2.407 0.364 0.693 0.001
H -1.689 -1.211 0.970 0.006
H 0.043 0.165 -2.196 0.002
H -1.555 -0.701 -1.768 0.012
H -1.205 1.116 -1.623 0.000
H 0.591 -2.207 1.605 0.002
H 1.491 -0.798 1.631 0.003
H 2.045 -1.906 0.558 0.000
H 1.753 0.591 -0.889 0.041
H 1.873 2.052 0.241 0.024
H 1.030 2.313 -1.333 0.046
```

Calculated values
largest force on an atom = 0.3145 Eh/bohr
HOMO level (alpha / beta) = -9.114 / -15.561 eV
DFT total energy = -9908.424 eV
net charge = +1
<S²> = 2.008
gap between HOMO and LUMO (alpha / beta) = 6.39 / 7.22 eV
spin multiplicity = 3

---

Formula: C4H12NO2
Source: the OMol25 dataset
Level of theory: the ωB97M-V functional and the def2-TZVPD basis

Geometry as XYZ:
```
19
Properties=species:S:1:pos:R:3:lowdin_spin:R:1
C -2.054 -1.840 0.100 0.088
C -0.638 -1.543 0.112 0.295
C 0.234 -2.457 -0.248 0.422
C -0.542 0.822 1.107 0.068
N -0.147 -0.143 0.322 0.029
H -2.291 -2.715 -0.593 0.005
H -2.885 -1.232 -0.316 0.019
H -2.499 -1.967 1.122 0.047
H 1.361 -2.301 -0.232 0.010
H -0.034 -3.508 -0.262 0.011
H -1.659 0.873 1.287 0.001
H 0.250 1.554 1.483 0.001
H 0.769 0.076 -0.218 0.001
H 0.707 4.366 0.142 0.000
H 0.772 4.750 -1.331 0.000
O 0.504 3.988 -0.689 0.000
H 3.210 0.601 0.015 0.000
H 2.575 0.336 -1.389 0.000
O 2.366 0.339 -0.411 0.000
```

Calculated values
largest force on an atom = 0.1521 Eh/bohr
HOMO level (alpha / beta) = -17.192 / -17.192 eV
DFT total energy = -9904.850 eV
net charge = +2
<S²> = 0.755
gap between HOMO and LUMO (alpha / beta) = 6.77 / 3.33 eV
spin multiplicity = 2

---

Formula: C4H12NO2P
Source: the OMol25 dataset
Level of theory: the ωB97M-V functional and the def2-TZVPD basis

Geometry as XYZ:
```
20
Properties=species:S:1:pos:R:3:lowdin_charge:R:1
C -2.147 0.690 1.026 0.021
C -2.044 0.178 -1.317 -0.033
C 2.883 1.461 -0.328 -0.057
C -1.313 0.306 0.065 -0.453
N -0.062 -0.341 0.090 -0.012
O 0.850 -2.440 1.569 -0.283
O 0.483 -3.094 -0.750 -0.451
P -0.283 -2.588 0.364 0.707
H 3.580 1.868 0.462 0.034
H -3.080 1.251 0.779 0.074
H -1.828 0.763 2.076 0.057
H -1.457 0.886 -1.897 0.076
H -1.984 -0.802 -1.658 0.053
H -2.930 0.761 -1.319 0.063
H 1.977 2.130 -0.536 0.041
H 3.516 1.242 -1.197 0.022
H 2.336 0.649 0.196 -0.017
H 0.650 -0.083 0.805 0.107
H 0.284 -0.201 -0.828 0.084
H 0.569 -2.636 2.400 -0.032
```

Calculated values
largest force on an atom = 0.0915 Eh/bohr
HOMO level = -8.986 eV
DFT total energy = -19215.792 eV
gap between HOMO and LUMO = 9.63 eV

---

Formula: C4H12NO2S2
Source: the OMol25 dataset
Level of theory: the ωB97M-V functional and the def2-TZVPD basis

Geometry as XYZ:
```
21
Properties=species:S:1:pos:R:3:lowdin_charge:R:1
N -1.502 -0.584 0.632 0.147
C -0.937 -1.648 -0.244 -0.317
C -1.864 -1.786 -1.451 -0.189
O -2.160 -0.809 -2.080 0.117
C 0.471 -1.397 -0.726 -0.474
S 1.511 -0.527 0.470 0.585
S 0.802 1.372 0.476 0.508
C 1.524 2.247 -0.934 -0.398
H -2.493 -0.803 0.758 0.178
H -1.313 0.380 0.306 0.075
H -1.126 -0.550 1.582 0.125
H -0.990 -2.598 0.278 0.155
H -2.226 -2.788 -1.716 0.144
H 1.048 -2.305 -0.882 0.092
H 0.462 -0.828 -1.644 0.082
H 2.612 2.316 -0.856 0.050
H 1.300 1.735 -1.866 0.037
H 1.008 3.194 -0.921 0.037
H -0.953 1.800 3.044 0.071
H -2.402 1.427 2.878 0.071
O -1.574 1.467 2.372 -0.096
```

Calculated values
largest force on an atom = 0.0222 Eh/bohr
HOMO level = -12.856 eV
DFT total energy = -31591.482 eV
net charge = +1
gap between HOMO and LUMO = 9.21 eV

---

Formula: C4H12NO3
Source: the OMol25 dataset
Level of theory: the ωB97M-V functional and the def2-TZVPD basis

Geometry as XYZ:
```
20
Properties=species:S:1:pos:R:3:lowdin_charge:R:1
C -2.191 -0.228 0.739 -0.106
O -2.895 -0.643 -0.885 -0.227
C -0.854 0.428 0.371 -0.415
C -0.084 0.000 -0.891 -0.201
C 1.043 0.933 -1.306 -0.474
O 1.957 1.148 -0.302 -0.364
N 0.055 0.437 1.535 0.007
H -2.214 -0.955 1.684 0.162
H -2.616 -1.164 0.148 0.039
H -3.033 0.376 1.034 0.090
H -1.091 1.527 0.137 0.156
H 0.511 -0.960 -0.579 0.132
H -0.769 -0.206 -1.677 0.071
H 1.525 0.566 -2.282 0.096
H 0.565 1.935 -1.691 0.100
H 0.960 0.799 1.172 0.038
H 0.199 -0.540 1.804 0.052
H 2.780 -1.911 0.517 -0.023
H 2.787 -0.356 0.138 0.012
O 3.365 -1.187 0.334 -0.146
```

Calculated values
largest force on an atom = 0.0813 Eh/bohr
HOMO level = -3.577 eV
DFT total energy = -11971.034 eV
net charge = -1
gap between HOMO and LUMO = 6.81 eV

---

Formula: C4H12NO3
Source: the OMol25 dataset
Level of theory: the ωB97M-V functional and the def2-TZVPD basis

Geometry as XYZ:
```
20
Properties=species:S:1:pos:R:3:lowdin_charge:R:1
C -1.260 0.783 -1.389 -0.139
N 0.131 0.474 -1.024 -0.104
C 0.321 -0.543 0.000 -0.329
C -0.017 0.046 1.415 -0.273
O -0.315 -1.015 2.280 -0.138
C -0.577 -1.833 -0.099 -0.450
O 0.103 -2.848 0.509 -0.345
H -1.050 1.204 -2.380 0.070
H -2.091 0.085 -1.347 0.068
H -1.576 1.665 -0.807 0.064
H 0.740 0.252 -1.797 0.088
H 1.361 -0.881 0.113 0.137
H 0.819 0.658 1.804 0.084
H -0.853 0.752 1.463 0.101
H 0.008 -1.859 1.839 0.038
H -1.540 -1.737 0.449 0.098
H -0.783 -1.922 -1.213 0.090
H 1.762 2.212 0.686 -0.009
H 2.467 1.892 -0.560 0.016
O 2.351 2.614 0.059 -0.067
```

Calculated values
largest force on an atom = 0.0509 Eh/bohr
HOMO level = -2.951 eV
DFT total energy = -11974.193 eV
net charge = -1
gap between HOMO and LUMO = 6.70 eV

---

Formula: C4H12NO3
Source: the OMol25 dataset
Level of theory: the ωB97M-V functional and the def2-TZVPD basis

Geometry as XYZ:
```
20
Properties=species:S:1:pos:R:3:lowdin_charge:R:1
C 0.323 -0.116 0.076 -0.253
C 1.609 0.720 -0.217 -0.176
C 2.427 1.072 1.010 -0.268
O 2.205 2.443 1.413 -0.101
N -0.802 0.324 -0.766 -0.088
C -1.341 -0.788 -1.651 -0.490
O -1.806 -1.861 -0.996 -0.320
H 0.577 -1.148 -0.192 0.097
H -0.017 -0.194 1.117 0.108
H 2.122 0.030 -0.877 0.096
H 1.398 1.629 -0.775 0.100
H 2.402 0.414 1.877 0.103
H 3.506 1.081 0.777 0.101
H 1.363 2.720 1.072 0.057
H -1.507 0.685 -0.153 0.065
H -2.171 -0.251 -2.142 0.084
H -0.428 -1.067 -2.198 0.083
H -3.026 -1.903 0.113 -0.035
H -3.148 -1.830 1.650 -0.009
O -3.687 -1.960 0.864 -0.155
```

Calculated values
largest force on an atom = 0.0436 Eh/bohr
HOMO level = -3.411 eV
DFT total energy = -11974.739 eV
net charge = -1
gap between HOMO and LUMO = 6.90 eV

---

Formula: C4H12NO3
Source: the OMol25 dataset
Level of theory: the ωB97M-V functional and the def2-TZVPD basis

Geometry as XYZ:
```
20
Properties=species:S:1:pos:R:3:lowdin_spin:R:1
O 0.586 -0.976 2.125 0.342
C 0.059 -1.389 1.015 0.449
C -0.664 -0.363 0.158 0.076
C 0.211 0.221 -0.966 0.039
C 0.189 -0.748 -2.145 0.007
O -1.159 -1.036 -2.500 0.003
N -0.945 0.702 1.159 0.004
H 0.285 -2.361 0.576 0.039
H -1.592 -0.685 -0.211 0.014
H 1.206 0.339 -0.544 0.003
H -0.214 1.155 -1.353 0.007
H 0.638 -1.683 -1.799 0.004
H 0.728 -0.363 -2.999 0.001
H -1.352 -0.864 -3.416 0.000
H -1.354 1.507 0.721 0.001
H -1.591 0.280 1.820 0.005
H -0.096 0.939 1.694 -0.001
H 2.024 1.035 2.358 0.003
H 1.684 2.573 2.020 0.001
O 1.356 1.716 2.286 0.004
```

Calculated values
largest force on an atom = 0.0434 Eh/bohr
HOMO level (alpha / beta) = -4.248 / -7.703 eV
DFT total energy = -11972.125 eV
<S²> = 0.754
gap between HOMO and LUMO (alpha / beta) = 4.68 / 8.11 eV
spin multiplicity = 2

---

Formula: C4H12NOP
Source: the OMol25 dataset
Level of theory: the ωB97M-V functional and the def2-TZVPD basis

Geometry as XYZ:
```
19
Properties=species:S:1:pos:R:3:lowdin_charge:R:1
C 1.357 0.955 0.814 -0.156
C 0.648 -1.439 0.932 -0.130
C 0.659 -0.050 -1.305 -0.072
C 0.480 -0.109 0.247 -0.779
N -1.603 1.468 -0.413 -0.170
O -2.461 -1.479 -0.388 -0.391
P -1.260 0.363 0.754 1.097
H 1.313 1.919 0.195 0.096
H 1.072 1.255 1.898 0.095
H 2.356 0.533 1.009 0.092
H 1.441 -2.159 0.562 0.116
H -0.259 -1.892 0.747 0.011
H 0.789 -1.427 1.972 0.062
H 1.316 -0.904 -1.657 0.110
H -0.319 -0.091 -1.763 0.048
H 1.139 0.930 -1.498 0.074
H -1.053 1.292 -1.189 -0.020
H -2.247 2.210 -0.443 0.045
H -3.367 -1.374 -0.474 -0.130
```

Calculated values
largest force on an atom = 0.0987 Eh/bohr
HOMO level (alpha / beta) = -8.614 / -8.616 eV
DFT total energy = -17166.535 eV
gap between HOMO and LUMO (alpha / beta) = 8.79 / 8.79 eV

---

Formula: C4H12NOS2
Source: the OMol25 dataset
Level of theory: the ωB97M-V functional and the def2-TZVPD basis

Geometry as XYZ:
```
20
Properties=species:S:1:pos:R:3:lowdin_spin:R:1
C -1.057 -0.108 -1.283 0.111
O -1.607 0.623 -0.320 0.762
C -0.669 -1.537 -0.858 0.007
N 0.305 -2.209 -1.693 0.007
H -1.774 -0.298 -2.139 0.068
H -0.206 0.432 -1.784 0.028
H -0.247 -1.489 0.159 0.000
H -1.619 -2.138 -0.866 -0.001
H 0.769 -3.020 -1.308 0.000
H 0.048 -2.331 -2.689 0.000
C -0.408 1.625 2.237 0.001
C 0.747 1.665 1.269 0.010
S 1.901 0.302 1.546 0.001
S 2.760 0.102 -0.372 0.002
H -0.125 2.000 3.275 0.000
H -0.868 0.585 2.307 0.000
H -1.276 2.235 1.879 0.000
H 1.304 2.637 1.325 0.001
H 0.270 1.503 0.285 0.004
H 1.751 -0.580 -0.970 0.000
```

Calculated values
largest force on an atom = 0.0445 Eh/bohr
HOMO level (alpha / beta) = -8.701 / -8.701 eV
DFT total energy = -29548.010 eV
<S²> = 0.755
gap between HOMO and LUMO (alpha / beta) = 9.30 / 6.77 eV
spin multiplicity = 2

---

> Which value of largest force on an atom does entry 3 give?

0.0915 Eh/bohr

---

> What is the largest force on an atom in the fourth record?

0.0222 Eh/bohr

---

> largest force on an atom of number 10 (C4H12NOS2)?

0.0445 Eh/bohr